Below is a 6-piece molecular cluster, C37H54FO15PS5 overall at a distorted geometry, with properties calculated with wB97M-V/def2-TZVPD.

- lowest unoccupied orbital energy (Eh) = -0.043
- HOMO-LUMO gap (eV) = 8.8
- highest occupied orbital energy (eV) = -10.0

Structure (ORCA input):
```
! RIJCOSX wB97M-V def2-TZVPD def2/J DEFGRID3
* xyz 0 1
S -14.60 -5.54 -5.13
S 9.89 -2.71 1.22
S 6.04 3.91 1.79
S 10.81 1.76 3.60
S -8.08 -4.85 -3.31
P -6.58 0.21 -0.91
F 2.31 1.46 0.33
O 5.75 3.83 3.21
O -15.35 -4.35 -4.81
O 9.57 1.10 3.27
O -6.73 -5.11 -3.74
O -1.71 1.70 1.44
O 11.19 3.02 3.00
O 5.04 4.37 0.86
O 10.32 -3.83 2.03
O -6.99 0.70 -2.40
O -4.12 5.66 2.46
O -9.20 -5.15 -4.17
O -7.79 -0.25 -0.21
O 10.82 -1.69 0.80
O -15.19 -6.85 -4.99
O -5.48 -0.95 -1.13
C -4.38 1.55 0.14
C 0.13 5.34 -0.21
C -7.91 -4.55 -0.72
C 11.60 0.60 5.81
C 10.92 1.89 5.38
C 9.02 -3.34 -0.21
C -2.28 2.66 0.98
C 12.74 0.36 4.80
C 6.68 2.33 1.25
C 1.38 2.37 0.84
C 8.47 -1.95 2.01
C -0.57 6.49 0.11
C -12.39 -5.27 -6.59
C -6.46 2.79 0.14
C 8.13 2.59 0.81
C 7.55 4.83 1.56
C -13.04 -5.52 -4.25
C 7.57 -3.45 0.26
C -2.32 5.13 0.97
C -3.76 2.66 0.69
C -4.47 3.82 0.99
C -12.02 -5.99 -5.28
C -3.69 4.97 1.57
C 2.17 3.51 1.49
C -1.83 6.40 0.72
C -5.83 3.89 0.71
C -1.60 3.96 0.66
C 12.16 0.59 3.40
C -13.90 -5.39 -6.78
C -5.75 1.62 -0.15
C 0.45 2.82 -0.30
C -8.19 -3.16 -2.74
C 8.65 3.77 1.63
C 7.29 -2.16 1.05
C -8.50 -3.23 -1.24
C -8.33 -5.62 -1.72
C -0.34 4.05 0.07
H -12.85 -4.50 -3.94
H 13.16 -0.63 4.89
H 6.35 -2.22 1.60
H 10.89 -0.23 5.76
H -14.34 -4.52 -7.26
H 2.44 4.20 0.69
H -7.51 2.84 -0.10
H 6.89 -3.56 -0.58
H 1.01 2.95 -1.23
H -4.73 -0.59 -1.61
H 1.52 4.08 2.16
H -7.74 -6.53 -1.66
H -9.58 -3.23 -1.08
H 9.92 2.03 5.79
H -6.82 -4.48 -0.68
H 7.22 -1.32 0.36
H -7.23 -2.68 -2.93
H 13.54 1.08 4.99
H 8.74 1.70 0.96
H -12.11 -4.21 -6.50
H 11.54 2.76 5.60
H -6.37 4.80 0.92
H 7.63 5.60 2.33
H 3.05 3.13 1.99
H 0.79 1.87 1.61
H 6.06 1.96 0.43
H 7.44 -4.32 0.91
H 8.81 3.47 2.66
H 9.59 4.15 1.24
H -6.51 1.51 -2.64
H 9.13 -2.61 -1.01
H -12.11 -7.07 -5.43
H -11.85 -5.68 -7.44
H -8.09 -2.36 -0.72
H -3.81 0.65 -0.05
H 8.68 -0.89 2.17
H -14.17 -6.30 -7.32
H 11.74 -0.33 2.98
H 9.45 -4.30 -0.50
H 7.50 5.30 0.58
H 6.63 1.64 2.09
H 8.16 2.83 -0.25
H -8.26 -4.78 0.29
H 1.10 5.45 -0.69
H -9.39 -5.85 -1.63
H -8.97 -2.65 -3.30
H -13.11 -6.17 -3.38
H -0.16 7.47 -0.09
H 11.97 0.67 6.83
H 12.89 1.01 2.71
H 8.31 -2.44 2.96
H -0.27 2.02 -0.49
H -11.00 -5.77 -4.97
H -2.42 7.27 0.96
*
```